(1)
The following is a quantum chemistry calculation of a 2-piece molecular cluster, C4H12N2 overall, from OMol25.

Bonds (Å) are listed after each position.
Positions of all 18 atoms, in Å:
1 N -0.888 -0.811 -0.183  C4 1.467, C5 1.455, H15 1.014
2 N 1.116 0.168 -0.747  C3 1.438, C4 1.411
3 C 2.166 0.894 -0.085  N2 1.438, H8 1.108, H10 1.102, H11 1.098
4 C 0.566 -0.900 -0.007  N1 1.467, N2 1.411, H13 1.107, H14 1.103
5 C -1.802 -1.142 0.899  N1 1.455, H9 1.095, H16 1.091, H17 1.092
6 C -0.606 1.238 -0.778  H7 1.084, H12 1.086, H18 1.091
7 H -0.405 1.427 -1.826  C6 1.084
8 H 1.923 1.147 0.966  C3 1.108
9 H -1.702 -2.184 1.221  C5 1.095
10 H 3.130 0.360 -0.074  C3 1.102
11 H 2.345 1.836 -0.618  C3 1.098
12 H -0.226 1.984 -0.085  C6 1.086
13 H 0.786 -0.872 1.077  C4 1.107
14 H 0.885 -1.895 -0.361  C4 1.103
15 H -1.177 -1.046 -1.127  N1 1.014
16 H -1.592 -0.504 1.758  C5 1.091
17 H -2.834 -0.983 0.579  C5 1.092
18 H -1.684 1.283 -0.609  C6 1.091

Results
molar mass	88.15	g/mol
HOMO level	-7.453	eV
calculated total energy	-7318.4187	eV
energy relative to the best compared isomer or geometry (same formula, charge and spin)	106.3	kcal/mol
spin multiplicity	1
strongest force on any atom	0.0365	Eh/bohr

(2)
The following is a quantum chemistry calculation of a 2-piece molecular cluster, C4H12N2 overall, from OMol25.

Bonds (Å) are listed after each position.
Positions of all 18 atoms, in Å:
1 N -1.896 -0.005 2.536  H7 1.032, H9 1.022, H14 1.002
2 N 0.729 1.184 -2.070  C5 1.600, H10 1.021, H12 1.090, H18 1.075
3 C 0.329 -1.324 -1.564  C5 1.324, H13 1.133, H15 1.128
4 C 1.233 0.006 0.307  C5 1.578, C6 1.463, H11 1.156, H16 1.076
5 C 0.864 -0.164 -1.218  N2 1.600, C3 1.324, C4 1.578
6 C -0.157 -0.153 0.735  C4 1.463, H8 1.069, H17 1.144
7 H -1.493 0.828 2.992  N1 1.032
8 H -0.893 0.450 0.248  C6 1.069
9 H -2.837 0.186 2.186  N1 1.022
10 H 1.450 1.666 -1.531  N2 1.021
11 H 1.707 0.979 0.714  C4 1.156
12 H 1.098 1.000 -3.079  N2 1.090
13 H -0.027 -1.751 -2.551  C3 1.133
14 H -1.970 -0.663 3.287  N1 1.002
15 H 0.478 -2.160 -0.821  C3 1.128
16 H 2.007 -0.728 0.448  C4 1.076
17 H -0.478 -1.125 1.246  C6 1.144
18 H -0.145 1.775 -1.864  N2 1.075

Results
molar mass	88.15	g/mol
HOMO level	-18.470	eV
calculated total energy	-7300.8895	eV
net charge	+2
energy relative to the best compared isomer or geometry (same formula, charge and spin)	111.7	kcal/mol
spin multiplicity	1
strongest force on any atom	0.0720	Eh/bohr

(3)
The following is a quantum chemistry calculation of a 2-piece molecular cluster, C4H12N2 overall, from OMol25.

Bonds (Å) are listed after each position.
Positions of all 18 atoms, in Å:
1 N -3.200 -0.404 -0.454  H11 1.022, H16 1.017, H18 1.021
2 N 1.985 1.258 1.774  C4 1.518, H13 1.022, H15 1.030, H17 1.030
3 C -0.502 -0.425 -0.988  C5 1.480, H10 1.089, H14 1.087
4 C 1.144 0.963 0.544  N2 1.518, C6 1.344, H7 1.071
5 C 0.865 -0.956 -1.193  C3 1.480, C6 1.526, H8 1.098, H9 1.094
6 C 1.459 -0.231 0.012  C4 1.344, C5 1.526, H12 1.086
7 H 0.318 1.641 0.484  C4 1.071
8 H 1.281 -0.649 -2.161  C5 1.098
9 H 0.883 -2.049 -1.154  C5 1.094
10 H -1.051 -0.950 -0.207  C3 1.089
11 H -3.483 -0.974 -1.254  N1 1.022
12 H 2.240 -0.837 0.462  C6 1.086
13 H 2.511 0.433 2.068  N2 1.022
14 H -1.056 0.042 -1.798  C3 1.087
15 H 2.635 2.043 1.624  N2 1.030
16 H -3.688 -0.809 0.342  N1 1.017
17 H 1.341 1.433 2.558  N2 1.030
18 H -3.683 0.472 -0.659  N1 1.021

Results
molar mass	88.15	g/mol
HOMO level	-17.573	eV
calculated total energy	-7301.2715	eV
net charge	+2
energy relative to the best compared isomer or geometry (same formula, charge and spin)	102.9	kcal/mol
spin multiplicity	1
strongest force on any atom	0.0865	Eh/bohr

(4)
The following is a quantum chemistry calculation of a 2-piece molecular cluster, C4H12N2 overall, from OMol25.

Bonds (Å) are listed after each position.
Positions of all 18 atoms, in Å:
1 N -0.548 -0.085 -2.817  H9 1.035, H11 0.995, H16 1.007
2 N -0.320 1.088 1.808  C5 1.446, H12 1.009, H13 1.058, H17 1.041
3 C 0.958 -0.142 -0.677  C4 1.405, H10 1.142, H18 1.127
4 C 1.369 -0.206 0.664  C3 1.405, C5 1.510, H7 1.189, H8 1.103
5 C -0.054 -0.181 1.168  N2 1.446, C4 1.510, C6 1.396
6 C -1.141 -0.861 0.617  C5 1.396, H14 1.125, H15 1.105
7 H 1.997 0.787 0.849  C4 1.189
8 H 1.919 -1.159 0.748  C4 1.103
9 H -0.686 0.899 -3.108  N1 1.035
10 H 0.351 0.791 -0.930  C3 1.142
11 H -0.016 -0.502 -3.547  N1 0.995
12 H -0.770 1.781 1.229  N2 1.009
13 H 0.584 1.592 2.032  N2 1.058
14 H -2.155 -0.425 0.838  C6 1.125
15 H -0.987 -1.864 0.180  C6 1.105
16 H -1.303 -0.742 -2.925  N1 1.007
17 H -0.922 0.910 2.638  N2 1.041
18 H 1.265 -0.756 -1.572  C3 1.127

Results
molar mass	88.15	g/mol
HOMO level	-18.008	eV
calculated total energy	-7300.2985	eV
net charge	+2
energy relative to the best compared isomer or geometry (same formula, charge and spin)	125.3	kcal/mol
spin multiplicity	1
strongest force on any atom	0.0880	Eh/bohr

(5)
The following is a quantum chemistry calculation of a 2-piece molecular cluster, C4H12N2O overall, from OMol25.

Bonds (Å) are listed after each position.
Positions of all 19 atoms, in Å:
1 O -0.491 -1.009 0.444  C4 1.369
2 N -0.549 0.095 -1.902  C5 1.319, H9 1.226, H10 1.004
3 N 0.968 -1.606 -2.103  C5 1.333, H14 0.996, H15 1.008
4 C -0.136 -0.714 1.733  O1 1.369, C7 1.524, H8 1.103, H13 1.095
5 C 0.233 -0.646 -2.663  N2 1.319, N3 1.333, H16 1.097
6 C 0.262 1.766 1.097  C7 1.565, H11 1.104, H12 1.117, H19 1.101
7 C -0.433 0.745 2.058  C4 1.524, C6 1.565, H17 1.111, H18 1.105
8 H 0.919 -0.934 1.967  C4 1.103
9 H -0.629 -0.170 -0.709  N2 1.226
10 H -1.303 0.638 -2.282  N2 1.004
11 H 0.085 2.821 1.371  C6 1.104
12 H -0.253 1.629 0.116  C6 1.117
13 H -0.722 -1.297 2.452  C4 1.095
14 H 1.410 -2.261 -2.710  N3 0.996
15 H 0.646 -1.798 -1.167  N3 1.008
16 H 0.318 -0.528 -3.750  C5 1.097
17 H -1.535 0.872 2.006  C7 1.111
18 H -0.100 0.930 3.095  C7 1.105
19 H 1.311 1.468 0.947  C6 1.101

Results
molar mass	104.15	g/mol
HOMO level (alpha / beta)	0.843 / -3.683	eV
calculated total energy	-9367.9919	eV
net charge	-1
energy relative to the best compared isomer or geometry (same formula, charge and spin)	30.1	kcal/mol
spin multiplicity	2
strongest force on any atom	0.0999	Eh/bohr

(6)
The following is a quantum chemistry calculation of a 2-piece molecular cluster, C4H12N2O overall, from OMol25.

Bonds (Å) are listed after each position.
Positions of all 19 atoms, in Å:
1 O -2.703 1.701 3.154  H14 0.952, H16 0.976
2 N 0.924 -0.182 -3.372  C7 1.427, H8 1.035, H17 1.131
3 N 1.537 -0.130 1.870  C5 1.535, H10 0.949, H11 1.008
4 C 0.366 -1.094 -0.312  C5 1.634, C6 1.455, H12 1.115, H13 1.102
5 C 0.352 -0.933 1.314  N3 1.535, C4 1.634, H9 1.175, H15 1.076
6 C -0.159 -0.008 -1.126  C4 1.455, C7 1.407, H19 1.223
7 C -0.080 0.319 -2.491  N2 1.427, C6 1.407, H18 1.085
8 H 1.096 0.310 -4.265  N2 1.035
9 H 0.212 -2.024 1.727  C5 1.175
10 H 2.377 -0.561 1.771  N3 0.949
11 H 1.513 0.638 1.218  N3 1.008
12 H -0.229 -1.999 -0.575  C4 1.115
13 H 1.433 -1.349 -0.421  C4 1.102
14 H -2.366 2.192 3.896  O1 0.952
15 H -0.609 -0.496 1.520  C5 1.076
16 H -1.960 1.428 2.582  O1 0.976
17 H 1.419 -1.194 -3.263  N2 1.131
18 H -0.398 1.317 -2.774  C7 1.085
19 H -0.956 0.619 -0.441  C6 1.223

Results
molar mass	104.15	g/mol
HOMO level (alpha / beta)	1.182 / -3.859	eV
calculated total energy	-9366.5594	eV
net charge	-1
energy relative to the best compared isomer or geometry (same formula, charge and spin)	63.2	kcal/mol
spin multiplicity	2
strongest force on any atom	0.1042	Eh/bohr